Formula: C35H35BrDyF5N6O9S
Source: the OMol25 dataset
Level of theory: the ωB97M-V functional and the def2-TZVPD basis

<S²>   9.266
Total energy   -6717.315185 hartree
2S+1   6
HOMO energy   -3.25 eV
Strongest force on any atom   1.83 eV/A
Net charge   -2

```
93
Properties=species:S:1:pos:R:3:forces:R:3
Dy -15.575 -2.703 10.668 -0.01 -0.01 -0.76
O -19.649 -5.955 6.827 0.01 -0.09 -0.22
C -18.639 -5.349 7.510 0.25 0.00 0.87
C -17.937 -4.255 7.039 0.31 0.10 -0.53
C -17.003 -3.658 7.869 -0.30 0.44 -0.47
N -16.837 -4.065 9.102 0.92 -0.31 0.11
C -17.380 -5.201 9.521 0.32 0.66 0.96
C -18.307 -5.864 8.779 -1.07 -0.65 -0.73
C -16.883 -5.629 10.917 -0.83 -0.17 -0.16
O -17.329 -6.682 11.368 -0.09 -0.58 0.03
O -16.053 -4.865 11.476 0.34 0.69 -0.11
C -16.105 -2.486 7.445 0.51 1.45 -0.23
O -16.290 -1.874 6.372 -0.09 -1.26 1.04
O -15.197 -2.218 8.316 -0.68 -0.29 -0.14
H -19.796 -5.489 5.995 0.09 0.03 0.11
H -18.009 -3.850 6.038 -0.30 -0.04 -0.10
H -18.834 -6.734 9.175 0.34 0.22 -0.11
C -13.094 -8.179 11.444 -0.52 -0.78 0.23
C -14.212 -7.188 11.706 -0.43 0.29 -0.90
N -14.852 -7.300 13.007 -0.60 0.35 0.13
C -14.630 -6.495 14.064 0.68 -0.23 0.46
S -15.784 -6.470 15.328 0.21 0.19 -0.12
N -13.465 -5.808 14.273 -0.52 -0.39 -0.42
C -12.212 -5.570 13.527 -0.80 -1.22 -0.58
C -11.251 -4.875 14.450 0.22 0.82 0.42
H -12.670 -8.056 10.448 0.05 0.14 0.05
H -13.487 -9.203 11.511 0.05 0.13 -0.07
H -12.324 -8.111 12.204 0.28 0.05 -0.02
H -15.022 -7.299 10.951 0.63 -0.11 0.56
H -13.866 -6.174 11.557 0.11 0.23 0.08
H -15.862 -7.494 12.956 0.61 0.02 -0.15
H -13.530 -5.357 15.163 0.09 0.28 0.23
H -12.408 -4.934 12.652 0.07 -0.20 0.19
H -11.811 -6.552 13.174 -0.21 0.83 0.29
H -11.576 -3.811 14.514 0.37 -0.59 0.20
H -10.230 -4.905 14.052 -0.22 0.11 -0.02
H -11.223 -5.317 15.464 -0.12 0.14 -0.48
Br -22.792 -0.107 8.079 -0.30 0.29 -0.69
C -21.709 -0.345 9.598 -1.04 -0.20 0.11
C -22.336 -0.268 10.820 -0.81 0.57 0.00
C -21.609 -0.555 11.949 -0.03 0.05 1.14
C -20.303 -1.002 11.852 -0.30 -0.37 -1.41
C -19.728 -1.170 10.570 -0.24 0.38 1.51
C -20.431 -0.779 9.443 0.91 -0.37 -0.19
C -18.347 -1.754 10.549 0.25 0.52 -1.04
O -18.123 -2.759 11.237 0.28 -0.39 0.52
O -17.491 -1.193 9.806 0.22 -0.18 0.35
H -23.388 0.030 10.879 0.46 -0.11 -0.01
H -22.096 -0.444 12.930 0.33 -0.12 -0.44
H -19.747 -1.308 12.707 0.35 -0.03 0.43
H -20.025 -0.862 8.447 0.33 -0.09 -0.01
C -13.350 -0.075 11.908 0.10 0.84 0.38
C -12.490 1.189 11.688 -0.55 0.22 -0.15
N -13.034 1.963 10.569 0.50 0.37 0.00
C -14.459 2.039 10.689 -1.27 -0.41 0.28
C -15.110 0.637 10.486 -0.01 0.47 0.68
N -14.067 -0.382 10.668 0.17 -0.77 -0.66
C -13.098 -0.257 9.532 -0.05 -0.34 -0.21
C -12.756 1.231 9.344 1.15 -0.33 0.32
H -14.111 0.238 12.631 0.06 -0.53 0.09
H -12.769 -0.915 12.293 -0.22 0.03 -0.18
H -11.464 0.985 11.448 0.64 -0.29 -0.05
H -12.514 1.823 12.569 0.08 0.07 0.28
H -14.872 2.723 9.961 -0.01 0.39 -0.28
H -14.728 2.414 11.679 0.09 0.12 0.05
H -15.556 0.488 9.515 -0.10 0.05 -0.37
H -15.901 0.508 11.235 0.13 -0.22 -0.22
H -13.486 -0.681 8.602 -0.46 0.00 0.32
H -12.230 -0.876 9.764 -0.03 0.31 0.19
H -13.330 1.662 8.542 -0.25 0.26 -0.40
H -11.686 1.384 9.137 -0.21 -0.23 -0.26
O -17.722 -0.156 13.608 -0.04 0.00 -0.15
C -16.771 -0.887 13.799 0.40 -0.16 -0.64
C -16.226 -1.188 15.184 -0.07 -1.39 0.72
C -14.989 -2.038 14.934 -0.18 -1.27 -0.41
C -15.040 -2.237 13.426 0.22 0.57 0.14
O -14.276 -2.944 12.757 0.38 -0.22 0.21
N -15.993 -1.511 12.828 -0.96 0.37 0.72
H -16.963 -1.733 15.817 0.27 0.40 -0.62
H -15.989 -0.290 15.700 0.06 0.96 0.35
H -15.002 -3.055 15.352 -0.27 0.27 0.14
H -14.039 -1.619 15.235 0.25 0.40 -0.05
F -14.517 -5.580 8.957 0.29 0.61 0.31
C -13.314 -5.016 9.343 -1.22 0.11 -0.06
C -13.228 -3.859 10.094 0.23 0.19 0.04
C -11.908 -3.534 10.354 -0.41 -0.60 -0.02
F -11.520 -2.465 11.102 -0.38 0.44 0.30
C -10.807 -4.269 9.944 0.39 1.01 0.21
F -9.565 -3.790 10.161 0.30 -0.15 0.17
C -10.975 -5.400 9.223 0.14 -0.68 -0.78
F -9.912 -6.095 8.743 -0.33 0.12 0.20
C -12.271 -5.758 8.906 1.20 -1.29 -0.48
F -12.440 -6.895 8.189 -0.09 0.08 -0.02
```
Forces are in eV/Å.